Record 1
{
  "formula": "C28H32Cl3GeIN3O2Ti",
  "method": "ωB97M-V with the def2-TZVPD basis set",
  "symbols": ["Ti", "Cl", "C", "C", "C", "Cl", "C", "O", "C", "Cl", "C", "H", "H", "O", "C", "C", "C", "C", "C", "C", "C", "N", "C", "C", "N", "H", "H", "H", "H", "H", "H", "H", "C", "C", "C", "C", "Ge", "C", "C", "C", "C", "H", "H", "H", "H", "H", "H", "H", "H", "H", "H", "H", "H", "H", "H", "H", "H", "H", "H", "H", "I", "C", "C", "C", "C", "N", "C", "H", "H", "H", "H"],
  "coordinates": [[-0.30502, -0.05541, -0.03416], [-1.66627, 2.31684, 6.58634], [-1.02287, 1.91108, 5.03052], [-1.68734, 0.99295, 4.24042], [-1.15308, 0.70437, 3.00242], [-1.92158, -0.48493, 1.95114], [0.00575, 1.29506, 2.51200], [0.44667, 1.00921, 1.27254], [0.65638, 2.19109, 3.35045], [2.11658, 2.92634, 2.79775], [0.14896, 2.50665, 4.59828], [-2.59353, 0.51244, 4.58390], [0.66914, 3.21574, 5.22912], [-0.94364, -1.61292, -0.68357], [-0.58200, -2.43628, -1.69648], [-0.90151, -3.78642, -1.64282], [-0.55633, -4.62606, -2.68576], [0.11800, -4.13011, -3.79907], [0.45327, -2.79284, -3.84179], [0.11731, -1.92860, -2.79648], [0.52212, -0.51303, -2.84490], [0.57491, 0.34453, -1.82949], [1.00384, 1.56550, -2.34156], [1.21141, 1.43720, -3.66711], [0.90174, 0.12689, -3.96542], [-1.42190, -4.15494, -0.76798], [-0.81083, -5.67664, -2.63355], [0.38570, -4.78582, -4.61752], [1.01978, -2.42385, -4.69065], [1.13822, 2.42888, -1.71219], [1.54229, 2.14189, -4.41144], [0.94695, -0.29024, -4.87953], [3.21422, -4.99351, 4.10354], [2.48724, -3.72491, 3.67938], [1.61033, -3.93626, 2.44932], [0.90460, -2.64446, 2.00495], [1.89480, -1.46197, 0.78086], [2.91182, -2.20607, -0.71520], [3.94433, -3.29940, -0.39053], [4.98681, -2.92352, 0.65447], [6.03370, -4.01505, 0.84668], [3.84266, -4.82392, 4.97898], [3.85626, -5.36353, 3.30015], [2.50362, -5.78570, 4.35115], [3.21233, -2.93102, 3.48906], [1.85414, -3.37315, 4.50035], [0.84528, -4.68111, 2.69192], [2.20140, -4.37098, 1.64464], [0.68238, -2.02323, 2.87521], [-0.04671, -2.86483, 1.52497], [2.86820, -0.63888, 1.63826], [3.42039, -1.33742, -1.14066], [2.21088, -2.56786, -1.46475], [4.46590, -3.53738, -1.32414], [3.43962, -4.21750, -0.08965], [4.49631, -2.71925, 1.60444], [5.47530, -1.99217, 0.35173], [5.56640, -4.95955, 1.13546], [6.75712, -3.75033, 1.61959], [6.58779, -4.19196, -0.07977], [-4.53783, 1.18428, -3.88266], [-3.34936, 1.84807, -2.32576], [-3.28888, 3.18620, -1.98284], [-2.49395, 3.55229, -0.91483], [-1.75743, 2.58226, -0.25860], [-1.79376, 1.29533, -0.60738], [-2.60496, 0.93218, -1.60664], [-3.84966, 3.92733, -2.53887], [-2.43321, 4.58236, -0.58953], [-1.10590, 2.83847, 0.56461], [-2.66021, -0.12361, -1.82729]],
  "homo_lumo_gap_ev": [7.5, 7.3],
  "charge": 1,
  "s2": 2.005,
  "e_homo_ev": [-10.16, -11.18],
  "multiplicity": 3,
  "e_above_lowest_ev": 0.602
}


Record 2
{
  "formula": "C5H10O2",
  "method": "ωB97M-V with the def2-TZVPD basis set",
  "symbols": ["O", "C", "C", "C", "C", "C", "O", "H", "H", "H", "H", "H", "H", "H", "H", "H", "H"],
  "coordinates": [[-1.94298, -2.13928, -0.20907], [-0.89548, -1.59826, 0.56180], [-0.69409, -0.12870, 0.24011], [0.42450, 0.57229, 1.01409], [0.98616, 1.53569, -0.03320], [0.86986, 0.68899, -1.29584], [-0.34766, -0.03142, -1.15000], [-1.75606, -1.87793, -1.12216], [0.05338, -2.13286, 0.38529], [-1.16770, -1.72839, 1.61514], [-1.65381, 0.38909, 0.37625], [1.19437, -0.14993, 1.31729], [0.05470, 1.07130, 1.91402], [2.00876, 1.86421, 0.17323], [0.34675, 2.42197, -0.11679], [1.72054, -0.00606, -1.37589], [0.81494, 1.27322, -2.21954]],
  "homo_lumo_gap_ev": 10.7,
  "e_homo_ev": -9.69,
  "smiles": "OC[C@H]1CCCO1",
  "multiplicity": 1,
  "e_above_lowest_ev": 1.321
}


Record 3
{
  "formula": "C20H42O12SSi",
  "method": "ωB97M-V with the def2-TZVPD basis set",
  "symbols": ["C", "S", "O", "O", "Si", "C", "C", "O", "C", "O", "H", "H", "H", "H", "H", "H", "H", "H", "H", "H", "O", "C", "O", "C", "C", "C", "H", "H", "H", "H", "H", "H", "H", "H", "O", "C", "O", "C", "C", "C", "H", "H", "H", "H", "H", "H", "H", "H", "O", "C", "O", "C", "C", "C", "H", "H", "H", "H", "H", "H", "H", "H", "O", "C", "O", "C", "C", "C", "H", "H", "H", "H", "H", "H", "H", "H"],
  "coordinates": [[3.62320, -1.31518, -2.54257], [2.62844, -0.34263, -1.42984], [3.26102, -0.40928, -0.11602], [2.41505, 0.94188, -2.07311], [0.66553, -1.34847, -1.20289], [0.01061, -1.91792, -2.87379], [-1.43036, -1.53742, -3.22844], [-2.18778, -1.31021, -2.01610], [-3.33813, -0.60409, -2.15088], [-3.37902, 0.56330, -2.34721], [2.99359, -1.85028, -3.26081], [4.20741, -2.01353, -1.93428], [4.26867, -0.59719, -3.06603], [-0.13473, -0.34640, -0.48671], [0.92802, -2.49029, -0.32490], [0.67311, -1.57152, -3.68029], [0.11234, -3.01448, -2.84283], [-1.91836, -2.35139, -3.78536], [-1.45892, -0.62955, -3.84519], [-4.23977, -1.23262, -2.03037], [-7.84256, 5.92433, -1.97144], [-6.71498, 5.50821, -1.98505], [-6.15060, 5.24539, -3.18864], [-4.77316, 4.87035, -3.32680], [-4.54149, 3.39550, -3.08189], [-5.94515, 5.22413, -0.71776], [-4.14606, 5.49078, -2.68451], [-4.53269, 5.13237, -4.35655], [-4.79155, 3.11110, -2.06062], [-3.49580, 3.13972, -3.25161], [-5.15630, 2.80030, -3.75710], [-6.22126, 4.23618, -0.35045], [-6.25653, 5.94582, 0.03269], [-4.86594, 5.25649, -0.83179], [-5.47650, 4.62127, 2.32557], [-4.80663, 5.40455, 2.94380], [-5.41097, 6.15356, 3.89113], [-4.69080, 7.04349, 4.75324], [-4.44778, 8.39252, 4.11115], [-3.34031, 5.60986, 2.64168], [-3.76458, 6.57966, 5.09446], [-5.33791, 7.14659, 5.62294], [-3.81281, 8.31072, 3.22872], [-3.95931, 9.06095, 4.82104], [-5.39501, 8.83895, 3.80922], [-3.26628, 6.30731, 1.80615], [-2.93048, 4.65529, 2.32237], [-2.75168, 5.99898, 3.46666], [3.95269, -3.53861, 1.09870], [5.02005, -3.06676, 1.38360], [6.12482, -3.75115, 0.99316], [7.45281, -3.24002, 1.16485], [8.00700, -3.52611, 2.54452], [5.16676, -1.81643, 2.21023], [7.48766, -2.17738, 0.92307], [8.03596, -3.76139, 0.40676], [7.43001, -3.02473, 3.32145], [9.03955, -3.18164, 2.61085], [7.98644, -4.59816, 2.74165], [5.04575, -2.10948, 3.25446], [4.36904, -1.13040, 1.93739], [6.12112, -1.31190, 2.10179], [1.77227, -4.54879, -1.39616], [2.13369, -5.44763, -0.68210], [3.08039, -6.28700, -1.15069], [3.71226, -7.26397, -0.31725], [2.90315, -8.53920, -0.20662], [1.52486, -5.67369, 0.67832], [3.94307, -6.83440, 0.65810], [4.66200, -7.45788, -0.81426], [1.94134, -8.36492, 0.27586], [3.44975, -9.27821, 0.38076], [2.71729, -8.95327, -1.19782], [0.60483, -6.24742, 0.54791], [1.27464, -4.69878, 1.08322], [2.16605, -6.19783, 1.37928]],
  "homo_lumo_gap_ev": 10.1,
  "e_homo_ev": -9.55,
  "smiles": "CS(=O)(=O)[SiH2]CCOC=O.CCOC(C)=O.CCOC(C)=O.CCOC(C)=O.CCOC(C)=O",
  "multiplicity": 1,
  "e_above_lowest_ev": 0.000
}


Record 4
{
  "formula": "C4H8O2",
  "method": "ωB97M-V with the def2-TZVPD basis set",
  "symbols": ["C", "C", "O", "C", "O", "C", "H", "H", "H", "H", "H", "H", "H", "H"],
  "coordinates": [[-0.70195, -1.43785, 0.12280], [0.26806, -0.30709, 0.36241], [0.99097, -0.52823, 1.50284], [-0.77726, 1.24144, -0.04380], [-0.14216, 1.03794, -1.30345], [0.96741, 0.34983, -0.80162], [-1.52649, -0.76140, 0.26547], [-0.72195, -2.22074, 0.88899], [-0.72103, -1.84704, -0.89179], [1.55529, 0.24475, 1.63674], [-0.45599, 2.19489, 0.41763], [-1.86537, 1.40805, -0.27388], [1.71423, 1.03668, -0.35799], [1.44215, -0.26855, -1.56756]],
  "homo_lumo_gap_ev": 9.8,
  "e_homo_ev": -8.94,
  "multiplicity": 1,
  "e_above_lowest_ev": 3.723
}


Record 5
{
  "formula": "C2H10N2O2",
  "method": "ωB97M-V with the def2-TZVPD basis set",
  "symbols": ["C", "N", "C", "N", "H", "H", "H", "H", "H", "H", "H", "H", "O", "H", "H", "O"],
  "coordinates": [[2.64475, -1.15556, -0.31818], [-0.24672, -1.25068, 0.35389], [0.27755, -0.87156, -0.86004], [1.51037, -0.74741, -1.20417], [3.60440, -1.00995, -0.86933], [2.76631, -2.20256, -0.04917], [2.55222, -0.56981, 0.60978], [-1.14919, -1.02865, 0.55793], [0.24261, -1.98318, 1.01405], [-0.51310, -0.41636, -1.56248], [-1.88325, 1.62835, 2.54282], [-1.30594, 0.86848, 1.29419], [-2.00103, 1.42423, 1.57859], [-1.62096, 2.91834, -1.31708], [-2.45380, 2.06064, -0.45970], [-2.42421, 2.33567, -1.31112]],
  "homo_lumo_gap_ev": 9.7,
  "e_homo_ev": -9.26,
  "smiles": "C/N=C\\N.O.O",
  "multiplicity": 1,
  "e_above_lowest_ev": 1.390
}


Record 6
{
  "formula": "C5H9N2",
  "method": "ωB97M-V with the def2-TZVPD basis set",
  "symbols": ["C", "C", "C", "C", "C", "N", "N", "H", "H", "H", "H", "H", "H", "H", "H", "H"],
  "coordinates": [[-0.62285, 0.58765, 1.52578], [0.24893, -0.48830, 1.02650], [-1.27776, 0.04132, -0.53935], [3.97614, 0.61790, -0.23566], [-2.65235, -0.63711, -0.55294], [-1.33631, 0.99293, 0.58679], [-0.20468, -0.84597, -0.07874], [-0.25212, 1.07489, 2.44107], [-0.91597, 0.59871, -1.41011], [4.36000, -0.04690, 0.51615], [2.98917, 0.95470, -0.11295], [4.57228, 1.13293, -1.00329], [-3.28372, 0.26557, -0.65485], [-2.81067, -1.19740, 0.35671], [-2.80394, -1.20855, -1.42644], [0.01387, -1.84239, -0.43865]],
  "homo_lumo_gap_ev": [10.1, 4.3],
  "charge": 1,
  "e_homo_ev": [-16.01, -11.87],
  "multiplicity": 1,
  "e_above_lowest_ev": 7.825
}


Record 7
{
  "formula": "C7H10",
  "method": "ωB97M-V with the def2-TZVPD basis set",
  "symbols": ["C", "C", "C", "C", "C", "C", "C", "H", "H", "H", "H", "H", "H", "H", "H", "H", "H"],
  "coordinates": [[0.29765, -1.29091, 1.60419], [0.52908, -1.74978, 0.20031], [0.20854, -0.30158, 0.44154], [1.06706, 0.78638, -0.26702], [-0.19651, 1.61966, -0.44469], [-1.13703, 0.90860, -1.35384], [-1.06237, 0.52568, 0.12436], [1.10610, -1.34321, 2.33112], [-0.66365, -1.60289, 2.02401], [1.57861, -1.90592, -0.05359], [-0.16743, -2.41289, -0.29706], [1.91584, 1.32510, 0.15206], [1.38162, 0.37011, -1.23557], [-0.32126, 2.67533, -0.23174], [-0.75147, 0.19124, -2.08257], [-1.92370, 1.54180, -1.76647], [-1.86108, 0.66328, 0.85496]],
  "homo_lumo_gap_ev": 10.3,
  "e_homo_ev": -9.13,
  "smiles": "C1[C@@H]2CC3(CC3)[C@H]12",
  "multiplicity": 1,
  "e_above_lowest_ev": 2.967
}


Number 1: total energy -6005.466143 Ha. Number 2: total energy -346.976891 Ha. Number 3: total energy -2377.788631 Ha. Number 4: total energy -307.575605 Ha. Number 5: total energy -342.142789 Ha. Number 6: total energy -304.942478 Ha. Number 7: total energy -272.608977 Ha.